[1]
Below is the molecule C4H6OS3 at a distorted geometry, with properties calculated with ωB97M-V/def2-TZVPD.

```
14
Properties=species:S:1:pos:R:3
O -0.66 -1.93 -0.30
C -0.99 -0.70 -0.93
C -0.62 0.61 -0.26
S -1.57 0.82 1.31
C 0.84 0.83 -0.01
S 1.45 2.31 -0.39
C 1.55 -0.25 0.69
S 3.12 -0.63 0.67
H 0.30 -1.96 -0.17
H -0.48 -0.75 -1.90
H -2.09 -0.77 -1.07
H -0.97 1.43 -0.90
H -0.77 1.73 1.84
H 0.90 -0.74 1.42
```

Maximum force (eV/Å): 1.45
Total energy (eV): -38796.477
Net charge: 0
HOMO level (eV): -9.3
E_LUMO (eV): -2.15
Spin multiplicity: 1
SMILES: OC[C@@H](S)C(=S)C=S


[2]
Below is a cluster of 8 separate species, C29H69N6O8S in total at a distorted geometry, with properties calculated with ωB97M-V/def2-TZVPD.

```
113
Properties=species:S:1:pos:R:3
C -3.72 -2.08 -2.98
C -4.79 -0.95 -2.60
N -3.99 0.23 -2.09
C -3.50 1.16 -2.99
N -2.76 2.09 -2.20
C -2.90 1.66 -0.88
N -2.42 2.16 0.25
C -1.55 3.36 0.25
C -2.19 4.64 -0.41
S -0.75 5.61 -1.14
C -0.65 7.25 -0.36
N 0.34 8.18 -0.60
N 0.01 9.26 0.16
C -1.14 8.98 0.84
O -1.61 7.69 0.56
N -3.69 0.48 -0.81
H -4.21 -3.10 -3.11
H -3.00 -2.15 -2.11
H -3.11 -1.80 -3.88
H -5.39 -1.30 -1.71
H -5.45 -0.66 -3.46
H -3.64 1.13 -4.09
H -2.64 1.67 1.12
H -0.62 3.09 -0.34
H -1.18 3.64 1.28
H -2.88 4.45 -1.26
H -2.77 5.29 0.33
H -1.74 9.60 1.54
H -3.94 -0.02 0.04
C 0.44 -0.70 1.99
C 0.49 0.77 2.41
C 1.12 0.94 3.78
O -0.84 1.30 2.43
H -0.16 -1.28 2.70
H -0.02 -0.80 1.01
H 1.45 -1.13 1.95
H 1.06 1.34 1.67
H 0.55 0.41 4.54
H 1.14 1.99 4.06
H 2.15 0.56 3.79
H -1.35 0.80 3.08
C -0.21 6.84 3.50
C 0.41 6.33 4.79
C 1.34 7.36 5.40
O 1.14 5.13 4.52
H 0.56 7.06 2.75
H -0.87 6.08 3.06
H -0.80 7.74 3.67
H -0.38 6.07 5.50
H 2.16 7.60 4.72
H 1.79 6.98 6.32
H 0.80 8.28 5.64
H 1.84 5.34 3.89
C 6.23 -2.81 0.69
C 4.85 -2.31 1.06
C 4.73 -0.81 0.89
O 4.57 -2.66 2.42
H 7.00 -2.36 1.33
H 6.30 -3.89 0.83
H 6.47 -2.58 -0.35
H 4.10 -2.81 0.44
H 5.43 -0.28 1.53
H 3.73 -0.47 1.17
H 4.91 -0.51 -0.15
H 5.23 -2.22 2.98
C 2.38 -7.43 -0.68
C 2.43 -5.97 -0.27
C 3.07 -5.80 1.10
O 1.11 -5.43 -0.25
H 1.78 -8.02 0.02
H 1.92 -7.54 -1.66
H 3.38 -7.87 -0.72
H 3.00 -5.40 -1.01
H 2.49 -6.33 1.87
H 3.09 -4.75 1.39
H 4.09 -6.19 1.11
H 0.60 -5.93 0.40
C -3.50 -6.59 -2.42
C -4.26 -6.22 -3.69
C -4.07 -7.27 -4.77
O -3.80 -4.95 -4.17
H -2.43 -6.66 -2.61
H -3.64 -5.82 -1.66
H -3.85 -7.54 -2.02
H -5.32 -6.11 -3.47
H -3.01 -7.36 -5.04
H -4.61 -6.99 -5.68
H -4.43 -8.25 -4.44
H -2.86 -5.04 -4.37
C 6.09 -6.40 -2.63
C 6.77 -5.88 -1.38
C 8.27 -5.75 -1.56
O 6.50 -6.77 -0.29
H 6.47 -7.40 -2.89
H 5.01 -6.50 -2.48
H 6.26 -5.74 -3.48
H 6.35 -4.91 -1.11
H 8.72 -6.73 -1.78
H 8.74 -5.39 -0.65
H 8.51 -5.07 -2.38
H 6.86 -7.63 -0.51
C -5.73 7.38 -1.74
C -5.71 6.86 -0.31
C -6.48 7.78 0.62
O -4.36 6.74 0.14
H -5.26 8.36 -1.80
H -5.17 6.72 -2.40
H -6.75 7.46 -2.12
H -6.15 5.86 -0.28
H -6.03 8.78 0.64
H -6.45 7.40 1.65
H -7.52 7.87 0.32
H -3.96 7.62 0.11
```

Maximum force (eV/Å): 6.19
Total energy (eV): -67338.536
Net charge: +1
HOMO level (eV): -10.7
E_LUMO (eV): -2.87
Spin multiplicity: 1


[3]
Below is a cluster of 2 separate species, ClH3O3P in total at a distorted geometry, with properties calculated with ωB97M-V/def2-TZVPD.

```
8
Properties=species:S:1:pos:R:3
O -0.38 -0.20 -2.24
O 1.55 0.18 1.39
O -0.74 0.13 0.38
P -1.21 -0.06 -1.10
Cl -3.11 -0.12 -1.08
H 1.98 0.66 0.62
H 1.68 -0.71 1.07
H 0.23 0.13 0.96
```

Maximum force (eV/Å): 4.84
Total energy (eV): -27995.366
Net charge: +1
HOMO level (eV): -17.7
E_LUMO (eV): -5.86
Spin multiplicity: 1


[4]
Below is a cluster of 8 separate species, C20H34NO31S7 in total at a distorted geometry, with properties calculated with ωB97M-V/def2-TZVPD.

```
93
Properties=species:S:1:pos:R:3
O 4.22 0.27 -1.93
C 4.80 -0.56 -1.32
O 4.41 -1.88 -1.40
O 5.52 -2.62 -1.90
C 6.00 -0.33 -0.43
C 6.00 -0.90 0.84
C 7.12 -0.71 1.63
N 8.15 0.01 1.17
C 8.17 0.60 -0.04
C 7.08 0.44 -0.87
H 5.80 -2.17 -2.71
H 5.17 -1.49 1.21
H 7.20 -1.15 2.62
H 8.97 0.10 1.77
H 9.04 1.16 -0.35
H 7.06 0.90 -1.85
C 7.66 -7.14 -1.24
C 6.69 -7.75 -2.23
O 5.41 -7.24 -1.83
S 5.58 -5.77 -1.22
O 5.29 -4.81 -2.22
O 4.95 -5.73 0.05
O 7.18 -5.81 -1.02
H 7.65 -7.67 -0.28
H 8.68 -7.11 -1.62
H 6.70 -8.83 -2.20
H 6.89 -7.41 -3.24
C 0.91 -0.52 -1.14
C 1.02 -1.32 -2.42
O -0.34 -1.59 -2.79
S -1.27 -0.37 -2.33
O -1.47 0.50 -3.44
O -2.35 -0.89 -1.57
O -0.22 0.33 -1.34
H 0.71 -1.16 -0.29
H 1.80 0.08 -0.95
H 1.57 -2.24 -2.29
H 1.48 -0.73 -3.22
C 9.42 -4.54 4.56
C 10.08 -3.84 5.73
O 10.26 -2.48 5.27
S 9.07 -2.09 4.30
O 8.08 -1.37 5.03
O 9.61 -1.58 3.08
O 8.51 -3.56 4.03
H 10.15 -4.79 3.79
H 8.88 -5.43 4.86
H 11.04 -4.28 6.00
H 9.43 -3.82 6.61
C -5.08 0.90 -0.49
C -6.04 0.41 -1.54
O -7.32 0.92 -1.12
S -7.11 2.33 -0.40
O -7.33 3.38 -1.32
O -7.76 2.29 0.86
O -5.52 2.22 -0.17
H -5.13 0.29 0.42
H -4.05 0.92 -0.84
H -6.07 -0.68 -1.60
H -5.81 0.82 -2.52
C -7.01 -2.30 2.66
C -8.48 -2.45 2.97
O -9.15 -1.85 1.86
S -8.29 -2.07 0.53
O -8.80 -3.19 -0.17
O -8.09 -0.81 -0.10
O -6.91 -2.51 1.24
H -6.66 -1.28 2.87
H -6.39 -3.01 3.19
H -8.76 -1.95 3.90
H -8.77 -3.50 3.02
C -6.36 6.24 0.81
C -6.99 5.82 2.12
O -5.95 5.99 3.10
S -5.02 7.22 2.67
O -5.43 8.38 3.38
O -3.67 6.78 2.67
O -5.52 7.36 1.16
H -5.73 5.45 0.41
H -7.09 6.53 0.07
H -7.34 4.79 2.11
H -7.82 6.48 2.39
C -6.22 7.24 -4.42
C -4.80 6.77 -4.65
O -4.57 5.81 -3.62
S -5.95 5.05 -3.28
O -5.97 3.82 -3.99
O -6.17 5.11 -1.89
O -6.94 6.07 -4.03
H -6.27 7.97 -3.61
H -6.67 7.67 -5.32
H -4.08 7.58 -4.59
H -4.70 6.27 -5.62
```

Maximum force (eV/Å): 2.12
Total energy (eV): -162083.282
Net charge: +1
HOMO level (eV): -11.2
E_LUMO (eV): -4.90
Spin multiplicity: 1


[5]
Below is a structure of composition C28H47BrN5NiOS2Si4 at a distorted geometry, with properties calculated with ωB97M-V/def2-TZVPD.

```
89
Properties=species:S:1:pos:R:3
Ni 0.08 0.11 1.16
O -0.10 -5.34 4.02
C -0.22 -4.12 3.49
C -1.40 -3.38 3.53
C -1.43 -2.12 2.96
N -0.38 -1.59 2.34
C 0.75 -2.30 2.33
Br 2.16 -1.38 1.48
C 0.90 -3.55 2.88
H -0.94 -5.64 4.40
H -2.28 -3.78 4.00
H -2.31 -1.51 2.99
H 1.84 -4.08 2.85
S -1.19 1.39 2.74
C 0.21 0.98 3.58
N 0.12 0.13 4.62
C 1.25 -0.22 5.46
C 2.13 1.02 5.59
C 2.55 1.46 4.19
N 1.38 1.60 3.35
H -0.78 -0.29 4.79
H 1.82 -1.04 5.01
H 0.87 -0.54 6.43
H 3.00 0.81 6.21
H 1.55 1.82 6.07
H 3.24 0.72 3.75
H 3.07 2.42 4.23
H 1.37 2.32 2.65
S 2.73 5.38 -1.85
C 2.07 4.03 -0.92
C 2.88 2.99 -0.47
C 2.31 1.91 0.16
N 1.00 1.80 0.38
C 0.23 2.83 0.02
C 0.71 3.95 -0.62
C 3.55 4.35 -3.08
C 2.83 4.02 -4.22
C 3.41 3.15 -5.12
N 4.59 2.60 -4.94
C 5.28 2.93 -3.86
C 4.81 3.82 -2.90
H 3.95 3.03 -0.61
H 2.94 1.10 0.50
H -0.82 2.74 0.25
H 0.04 4.75 -0.90
H 1.85 4.44 -4.39
H 2.89 2.86 -6.03
H 6.24 2.45 -3.75
H 5.42 4.08 -2.05
C 1.32 1.00 -2.95
Si 0.38 -0.63 -2.65
C -0.82 -0.86 -4.11
C 1.62 -2.05 -2.39
Si -1.32 -0.57 -0.46
Si -2.14 -2.94 -0.76
C -2.85 -3.49 -2.45
C -3.59 -3.25 0.46
C -0.75 -4.22 -0.37
Si -3.44 0.75 -0.72
C -4.35 0.03 -2.24
C -3.26 2.63 -1.02
C -4.48 0.48 0.85
H 1.84 0.96 -3.91
H 2.07 1.18 -2.19
H 0.65 1.85 -2.98
H -0.27 -0.91 -5.04
H -1.51 -0.03 -4.18
H -1.41 -1.77 -4.03
H 2.29 -2.14 -3.25
H 1.13 -3.00 -2.25
H 2.24 -1.86 -1.52
H -3.45 -2.73 -2.92
H -3.49 -4.36 -2.31
H -2.07 -3.78 -3.14
H -4.54 -3.04 -0.02
H -3.54 -2.63 1.35
H -3.62 -4.29 0.78
H -0.40 -4.70 -1.28
H -1.09 -5.00 0.30
H 0.11 -3.75 0.09
H -3.75 0.08 -3.14
H -5.26 0.58 -2.43
H -4.63 -1.01 -2.09
H -2.51 2.87 -1.77
H -2.99 3.15 -0.10
H -4.21 3.04 -1.35
H -4.74 -0.56 0.99
H -5.41 1.05 0.81
H -3.93 0.82 1.73
```

Maximum force (eV/Å): 2.79
Total energy (eV): -203560.681
Net charge: +1
HOMO level (spin up / spin down) (eV): -9.0 / -9.6
E_LUMO (spin up / spin down) (eV): -2.51 / -3.24
Spin multiplicity: 3


[6]
Below is a structure of composition C29H22IrN4O6S at a distorted geometry, with properties calculated with ωB97M-V/def2-TZVPD.

```
63
Properties=species:S:1:pos:R:3
Ir -0.26 0.18 1.56
C -3.76 1.34 3.64
O -3.09 1.61 2.38
C -3.63 1.04 1.26
C -4.93 0.69 1.09
C -5.54 0.19 -0.04
C -4.69 0.11 -1.14
C -3.39 0.48 -1.08
C -2.81 0.89 0.18
N -1.48 1.17 0.26
N -0.87 1.76 -0.80
C 0.45 2.20 -0.59
C 1.19 2.28 0.51
O 0.94 1.67 1.77
C 2.26 3.32 0.57
C 2.61 3.95 -0.56
C 2.05 3.67 -1.77
C 2.55 4.26 -3.01
C 1.85 4.04 -4.15
C 0.68 3.15 -4.21
C 0.15 2.69 -3.06
C 0.88 2.87 -1.88
H -4.82 1.52 3.53
H -3.23 2.05 4.30
H -3.68 0.31 3.95
H -5.61 0.85 1.84
H -6.66 -0.06 -0.08
H -5.14 -0.26 -2.13
H -2.73 0.36 -1.87
H 2.91 3.70 1.45
H 3.48 4.58 -0.49
H 3.42 4.86 -3.08
H 2.43 4.41 -5.02
H 0.13 2.91 -5.12
H -0.78 2.17 -3.23
O 0.89 -0.80 -0.04
C 0.36 -1.09 -1.13
O -0.86 -1.04 -1.37
C 1.34 -1.71 -2.09
C 2.67 -1.42 -1.88
C 3.69 -1.86 -2.76
C 3.28 -2.47 -3.93
C 1.96 -2.79 -4.12
C 0.92 -2.53 -3.16
S -0.60 -3.31 -3.24
H 2.91 -0.80 -0.96
H 4.75 -1.77 -2.49
H 4.06 -2.93 -4.58
H 1.62 -3.49 -4.97
C 2.35 -3.70 4.90
N 1.48 -3.27 3.82
C 0.40 -4.02 3.42
C -0.75 -3.55 2.89
C -0.65 -2.12 2.50
O -1.58 -1.51 1.91
N 0.44 -1.41 2.85
C 1.47 -1.81 3.59
O 2.28 -1.10 4.06
H 1.72 -3.85 5.84
H 3.00 -2.84 5.07
H 2.93 -4.59 4.66
H 0.57 -5.03 3.68
H -1.55 -4.17 2.55
```

Maximum force (eV/Å): 8.13
Total energy (eV): -62341.733
Net charge: 0
HOMO level (spin up / spin down) (eV): -7.0 / -7.9
E_LUMO (spin up / spin down) (eV): 0.07 / -2.96
Spin multiplicity: 6